Entry 1:
Below is one molecule with the formula C23H30N2O6 at a distorted geometry, with properties calculated with wB97M-V/def2-TZVPD.

Summary:
HOMO-LUMO gap (hartree): 0.3183
Charge: 0
SMILES: CC(=O)OC1CC(C)(C)N(OC(=O)CCCN2C(=O)c3ccccc3C2=O)C(C)(C)C1
HOMO energy (eV): -8.86
F_max (eV/A): 1.19
DFT total energy (hartree): -1455.43196

Cartesian coordinates (Å):
C (-3.383, -3.173, 2.104)
C (-3.954, -2.208, 1.098)
O (-5.123, -1.944, 0.981)
O (-2.988, -1.675, 0.349)
C (-3.374, -0.707, -0.637)
C (-2.286, -0.682, -1.712)
C (-1.321, 0.521, -1.649)
C (-1.794, 1.671, -2.556)
C (0.046, 0.039, -2.156)
N (-1.158, 0.892, -0.250)
O (-0.118, 1.875, -0.106)
C (0.989, 1.479, 0.532)
O (1.205, 0.374, 0.944)
C (1.916, 2.677, 0.654)
C (3.101, 2.428, 1.587)
C (4.297, 1.790, 0.877)
N (4.006, 0.452, 0.420)
C (4.089, -0.660, 1.248)
O (4.498, -0.643, 2.381)
C (3.624, -1.799, 0.422)
C (3.505, -3.139, 0.721)
C (3.034, -3.985, -0.279)
C (2.701, -3.497, -1.533)
C (2.821, -2.144, -1.833)
C (3.281, -1.306, -0.840)
C (3.496, 0.160, -0.832)
O (3.299, 0.972, -1.704)
C (-2.313, 1.295, 0.560)
C (-2.523, 2.818, 0.617)
C (-2.034, 0.779, 1.979)
C (-3.595, 0.661, -0.003)
H (-2.385, -3.479, 1.808)
H (-3.332, -2.674, 3.070)
H (-4.041, -4.032, 2.200)
H (-4.328, -1.050, -1.060)
H (-2.745, -0.698, -2.700)
H (-1.709, -1.599, -1.591)
H (-2.834, 1.930, -2.384)
H (-1.685, 1.379, -3.598)
H (-1.176, 2.549, -2.383)
H (-0.076, -0.468, -3.109)
H (0.476, -0.654, -1.436)
H (0.736, 0.867, -2.294)
H (1.315, 3.518, 1.005)
H (2.264, 2.919, -0.353)
H (3.432, 3.377, 2.012)
H (2.791, 1.774, 2.404)
H (4.584, 2.381, 0.003)
H (5.139, 1.721, 1.571)
H (3.767, -3.512, 1.698)
H (2.926, -5.040, -0.074)
H (2.340, -4.179, -2.289)
H (2.564, -1.758, -2.807)
H (-2.595, 3.244, -0.380)
H (-3.443, 3.030, 1.155)
H (-1.701, 3.303, 1.138)
H (-1.163, 1.279, 2.397)
H (-2.885, 0.966, 2.629)
H (-1.825, -0.286, 1.947)
H (-4.032, 1.309, -0.763)
H (-4.325, 0.563, 0.801)

Mulliken atomic charge list, values in e, 8 entries: -1.1662, 0.8251, -0.5778, -0.3675, 0.2883, -1.5322, 1.9647, -1.8907

=====

Entry 2:
Below is one molecule with the formula C23H30N4O2, with properties calculated with wB97M-V/def2-TZVPD.

Summary:
HOMO-LUMO gap (hartree): 0.3108
Charge: 0
SMILES: Cn1c(C(=O)NCCCN2CCCCCC2)cc2c(=O)n(C)c3ccccc3c21
HOMO energy (eV): -7.93
F_max (eV/A): 1.00
DFT total energy (hartree): -1263.99507

Cartesian coordinates (Å):
C (-0.881, -1.577, -1.608)
N (-1.280, -0.274, -1.144)
C (-0.457, 0.834, -1.143)
C (0.943, 0.829, -1.608)
O (1.466, -0.083, -2.234)
N (1.627, 1.951, -1.294)
C (3.045, 2.062, -1.527)
C (3.789, 2.593, -0.301)
C (3.434, 1.851, 0.994)
N (3.403, 0.411, 0.850)
C (4.712, -0.153, 0.593)
C (4.686, -1.672, 0.388)
C (3.413, -2.185, -0.289)
C (2.306, -2.499, 0.717)
C (1.664, -1.252, 1.315)
C (2.675, -0.270, 1.910)
C (-1.164, 1.903, -0.630)
C (-2.444, 1.432, -0.308)
C (-3.550, 2.161, 0.255)
O (-3.524, 3.345, 0.548)
N (-4.692, 1.392, 0.448)
C (-5.832, 2.090, 1.007)
C (-4.783, 0.046, 0.150)
C (-5.982, -0.636, 0.391)
C (-6.114, -1.979, 0.114)
C (-5.046, -2.689, -0.414)
C (-3.856, -2.043, -0.663)
C (-3.690, -0.679, -0.397)
C (-2.490, 0.072, -0.631)
H (-1.530, -1.905, -2.421)
H (0.140, -1.511, -1.983)
H (-0.914, -2.300, -0.790)
H (1.182, 2.681, -0.765)
H (3.236, 2.724, -2.381)
H (3.389, 1.058, -1.782)
H (3.547, 3.649, -0.154)
H (4.859, 2.529, -0.498)
H (4.144, 2.174, 1.781)
H (2.434, 2.165, 1.304)
H (5.422, 0.088, 1.410)
H (5.093, 0.312, -0.319)
H (4.805, -2.183, 1.346)
H (5.555, -1.934, -0.220)
H (3.652, -3.104, -0.829)
H (3.050, -1.455, -1.011)
H (2.717, -3.117, 1.521)
H (1.530, -3.085, 0.219)
H (0.954, -1.549, 2.091)
H (1.114, -0.722, 0.537)
H (3.355, -0.793, 2.596)
H (2.125, 0.466, 2.505)
H (-0.850, 2.920, -0.506)
H (-6.120, 1.662, 1.969)
H (-5.521, 3.124, 1.156)
H (-6.679, 2.067, 0.320)
H (-6.829, -0.114, 0.803)
H (-7.052, -2.474, 0.312)
H (-5.144, -3.742, -0.629)
H (-3.042, -2.614, -1.070)

Mulliken atomic charge list, values in e, 8 entries: -1.2791, -0.1309, 1.0301, 0.0815, -0.7689, -0.0311, -0.8574, -0.9550

=====

Q: HOMO energy of number 1 (C23H30N2O6)?
A: -8.86 eV